{
  "formula": "C43H47BrN6O3SeSiY",
  "method": "wB97M-V/def2-TZVPD",
  "e_above_lowest_ev": 1.725,
  "spin_multiplicity": 1,
  "lumo_ev": -3.3676,
  "e_homo_ev": -8.48,
  "energy_ev": -204746.9750,
  "gap_ev": 5.117,
  "total_charge": 1,
  "elements": ["Y", "C", "C", "C", "C", "C", "N", "C", "C", "C", "N", "C", "C", "C", "C", "C", "C", "C", "C", "N", "C", "C", "C", "N", "C", "C", "C", "C", "O", "C", "O", "H", "H", "H", "H", "H", "H", "H", "H", "H", "H", "H", "H", "H", "H", "H", "H", "H", "H", "H", "H", "H", "H", "H", "H", "H", "H", "H", "H", "Br", "C", "C", "C", "C", "O", "C", "C", "N", "C", "C", "C", "C", "C", "C", "C", "C", "N", "C", "C", "H", "H", "H", "H", "H", "H", "H", "H", "H", "H", "C", "Si", "C", "C", "Se", "H", "H", "H", "H", "H", "H", "H", "H", "H"],
  "xyz": [[-0.124, 0.270, -0.581], [-3.218, -1.347, 6.261], [-2.816, -1.226, 4.821], [-3.721, -1.423, 3.798], [-3.397, -1.120, 2.470], [-4.343, -1.284, 1.426], [-4.564, -0.363, 0.516], [-4.382, 1.051, 0.767], [-3.313, 1.757, -0.062], [-3.194, 3.228, 0.316], [-2.903, 3.492, 1.711], [-1.864, 4.199, 2.137], [-0.620, 4.332, 1.510], [0.021, 5.588, 1.611], [1.197, 5.863, 0.962], [1.800, 7.231, 0.986], [1.844, 4.810, 0.307], [1.357, 3.515, 0.302], [2.254, 2.479, -0.126], [2.025, 1.218, -0.188], [3.202, 0.380, -0.109], [3.368, -0.001, 1.366], [2.365, -1.046, 1.854], [0.966, -0.671, 1.799], [0.344, -0.760, 2.910], [-1.076, -0.774, 3.159], [-1.497, -0.933, 4.472], [-2.040, -0.741, 2.091], [-1.732, -0.534, 0.890], [0.064, 3.205, 0.885], [-0.381, 2.035, 1.001], [-4.250, -1.030, 6.404], [-2.578, -0.732, 6.891], [-3.132, -2.380, 6.597], [-4.736, -1.714, 4.028], [-4.903, -2.209, 1.338], [-5.066, -0.605, -0.330], [-4.141, 1.147, 1.830], [-5.353, 1.529, 0.574], [-3.539, 1.704, -1.128], [-2.341, 1.290, 0.100], [-4.130, 3.749, 0.078], [-2.392, 3.661, -0.284], [-3.693, 3.427, 2.340], [-2.032, 4.772, 3.044], [-0.498, 6.381, 2.132], [1.035, 7.982, 1.162], [2.289, 7.441, 0.039], [2.545, 7.306, 1.780], [2.775, 5.014, -0.202], [3.284, 2.834, -0.281], [4.100, 0.922, -0.446], [3.087, -0.522, -0.712], [3.271, 0.907, 1.966], [4.367, -0.412, 1.525], [2.645, -1.317, 2.886], [2.474, -1.946, 1.238], [0.922, -0.984, 3.821], [-0.765, -0.848, 5.265], [-1.920, 1.916, -7.673], [-1.789, 1.166, -5.926], [-2.950, 1.088, -5.148], [-2.876, 0.604, -3.874], [-1.649, 0.195, -3.280], [-1.645, -0.213, -2.064], [-0.487, 0.221, -4.135], [0.723, -0.385, -3.718], [0.959, -0.734, -2.488], [1.908, -1.715, -2.228], [3.087, -1.940, -2.912], [3.893, -3.041, -2.602], [3.525, -3.941, -1.637], [2.339, -3.741, -0.898], [1.883, -4.619, 0.108], [0.699, -4.349, 0.745], [-0.008, -3.182, 0.411], [0.399, -2.321, -0.488], [1.535, -2.601, -1.170], [-0.590, 0.714, -5.449], [-3.891, 1.421, -5.560], [-3.761, 0.538, -3.258], [1.416, -0.683, -4.509], [3.406, -1.259, -3.688], [4.806, -3.191, -3.160], [4.124, -4.817, -1.440], [2.472, -5.488, 0.365], [0.310, -5.006, 1.507], [-0.940, -2.951, 0.914], [0.295, 0.746, -6.068], [-2.181, 4.473, -4.421], [-0.932, 4.774, -3.004], [0.721, 5.514, -3.628], [-1.751, 5.937, -1.698], [-0.471, 2.665, -1.991], [-2.615, 5.411, -4.752], [-2.985, 3.814, -4.107], [-1.688, 4.017, -5.272], [0.593, 6.555, -3.906], [1.074, 4.969, -4.497], [1.495, 5.456, -2.870], [-1.658, 6.970, -2.014], [-1.281, 5.845, -0.725], [-2.812, 5.729, -1.589]],
  "forces_ev_per_a": [[-0.5277, -0.6610, 1.2078], [-0.0182, -0.1826, 0.0420], [-0.2585, 0.0293, -0.0522], [0.1958, 0.2083, 0.1469], [0.7133, 0.1989, 0.0464], [-0.1925, 0.4045, -0.7427], [-0.1245, -0.9067, 0.4836], [0.5377, 0.9233, -0.1052], [0.2320, -0.0238, 0.1291], [-0.0807, -0.4756, -0.7297], [0.2930, 0.4092, 0.7701], [-0.4098, -0.2782, -0.2033], [0.3349, -0.5095, -0.1280], [0.3297, 0.0896, -0.3242], [-0.5411, 0.2437, 0.3288], [0.0560, -0.0112, 0.0752], [-0.3043, -0.7698, 0.1226], [-0.2854, 0.6002, 0.0702], [0.4551, -0.4123, 0.0043], [0.3424, 0.7794, -0.1383], [0.4621, -0.0755, 0.2740], [-0.1799, -0.1452, -0.1827], [0.5957, 0.0018, 0.2738], [-0.4789, 0.2524, 0.1189], [0.8453, -0.1183, -0.0217], [-0.7529, 0.2926, -0.0668], [-0.1122, -0.0184, -0.4943], [-0.3415, -0.3014, 0.5665], [0.2002, -0.0436, -0.3906], [-0.0739, 0.4226, 0.4454], [-0.0696, -0.1989, -0.0167], [-0.0034, -0.0057, 0.0684], [-0.0326, -0.0063, 0.0497], [-0.0184, -0.0126, 0.1220], [-0.1343, -0.0607, 0.0847], [-0.0127, -0.0561, -0.1884], [-0.1129, -0.1307, 0.1796], [-0.1205, -0.0514, -0.1236], [0.0653, -0.1471, 0.1078], [0.0589, -0.0092, -0.0115], [-0.7104, 0.2662, -0.0178], [0.1018, 0.0580, 0.0768], [-0.0370, -0.0604, -0.0159], [0.1357, 0.2178, 0.0062], [-0.0932, -0.0479, 0.0961], [-0.0267, 0.1424, 0.1146], [0.0171, 0.1332, -0.0031], [0.0691, 0.1487, -0.0799], [0.0692, 0.0919, -0.0093], [0.2172, -0.0307, 0.0118], [-0.0772, -0.1356, 0.0779], [-0.1736, -0.1260, -0.0283], [0.1177, 0.1915, 0.0675], [0.1075, -0.0155, 0.0584], [0.0160, -0.0098, 0.0101], [-0.0487, -0.0630, -0.1802], [0.0469, 0.0084, 0.0607], [0.0113, 0.0379, -0.1483], [0.1407, -0.0586, 0.0550], [0.0697, -0.1038, 0.1429], [0.1534, 0.1168, -0.3488], [0.1783, -0.0112, 0.0779], [0.1341, -0.1942, 0.1348], [-0.1324, 0.0034, -0.9696], [-0.2315, -0.2520, 0.0707], [-0.6429, 0.0827, 0.3272], [-0.0022, -0.3297, 0.1283], [0.1006, 0.5732, -0.4010], [0.5921, -0.6675, -0.2383], [-0.5727, 0.2899, 0.2644], [0.0468, -0.3875, 0.2020], [0.1126, 0.0966, -0.1223], [-0.2662, 0.3312, -0.0640], [-0.2461, 0.1560, 0.1257], [0.2691, -0.1426, -0.1248], [-0.0741, 0.0039, -0.0107], [-0.1167, 0.0132, 0.0322], [0.5164, -0.3377, -0.3190], [-0.2058, 0.0389, -0.0136], [-0.0719, 0.0260, -0.0282], [-0.0920, 0.0038, 0.0433], [-0.0401, -0.0526, 0.0313], [-0.0353, 0.0893, -0.0836], [0.0832, -0.0340, -0.0239], [0.0888, -0.0448, 0.0498], [0.0128, -0.0843, -0.0084], [-0.0242, -0.0566, 0.0426], [0.0406, 0.0813, 0.0573], [0.0363, 0.0014, -0.0776], [0.6718, 0.2976, 0.6127], [0.0659, -1.0143, 0.5040], [-0.8351, -0.3265, 0.2493], [0.3962, -0.5634, -0.6189], [-0.4201, 2.1421, -1.4507], [-0.1019, 0.2778, -0.0807], [-0.0613, -0.0978, 0.1613], [0.1304, -0.1438, -0.1675], [-0.0431, 0.2678, -0.0936], [0.0014, -0.1445, -0.1563], [0.0693, -0.0315, 0.2480], [0.0415, 0.3135, -0.1490], [0.1529, -0.0518, 0.1306], [-0.1632, -0.1268, -0.0353]]
}